1) The following is a DFT calculation (ωB97M-V with the def2-TZVPD basis set) of a 3-piece molecular cluster, C7H17NO2 overall.

Highest occupied orbital energy (eV): -8.727
HOMO-LUMO gap (eV): 9.53
Structure (SMILES): C=C/C=C/CCCN.O.O

Element x y z (Å)
C 1.340 2.529 -1.355
C 0.549 1.842 -2.181
C -0.687 1.275 -1.593
C -0.893 -0.059 -1.504
C -2.001 -0.770 -0.736
C -2.229 -0.031 0.630
C -1.202 -0.172 1.770
N 0.205 0.051 1.449
H 1.176 2.665 -0.295
H 2.280 2.956 -1.713
H 0.721 1.682 -3.243
H -1.435 2.020 -1.330
H -0.040 -0.711 -1.694
H -1.678 -1.811 -0.623
H -2.918 -0.693 -1.338
H -2.393 1.012 0.387
H -3.274 -0.288 0.897
H -1.488 0.697 2.365
H -1.267 -1.056 2.385
H 0.625 -0.674 0.861
H 0.342 0.844 0.840
O 2.637 -1.759 2.113
H 3.344 -1.154 2.340
H 1.760 -1.449 2.362
O 2.116 -2.023 -0.530
H 1.854 -2.946 -0.612
H 2.556 -1.978 0.346

***

2) The following is a DFT calculation (ωB97M-V with the def2-TZVPD basis set) of one molecule with the formula C7H17NO2.

Highest occupied orbital energy (eV): -8.984
HOMO-LUMO gap (eV): 9.76
Structure (SMILES): C[C@@H](N)[C@@H](C)OC(C)(C)O

Element x y z (Å)
C 1.780 1.757 -0.230
C 1.970 0.309 0.236
N 1.944 0.158 1.685
C 0.891 -0.631 -0.361
C 1.287 -2.082 -0.070
O -0.357 -0.416 0.275
C -1.686 0.252 -0.154
C -2.218 -0.305 -1.469
C -2.495 -0.160 1.057
O -1.606 1.640 -0.193
H 1.854 1.829 -1.315
H 2.547 2.397 0.205
H 0.807 2.125 0.093
H 2.949 -0.042 -0.115
H 0.984 0.270 1.999
H 2.503 0.880 2.126
H 0.826 -0.464 -1.446
H 2.247 -2.319 -0.524
H 0.532 -2.764 -0.454
H 1.371 -2.201 1.007
H -2.273 -1.389 -1.419
H -1.576 -0.019 -2.302
H -3.216 0.101 -1.638
H -2.663 0.695 1.706
H -3.418 -0.665 0.785
H -1.782 -0.878 1.541
H -1.201 1.922 -1.024

***

Name the most stable of them. 2).

***

1) The following is a DFT calculation (ωB97M-V with the def2-TZVPD basis set) of a 4-piece molecular cluster, H9NO3 overall.

Highest occupied orbital energy (eV): -9.666
HOMO-LUMO gap (eV): 10.04
Structure (SMILES): N.O.O.O

Element x y z (Å)
N -0.606 -2.170 0.535
H -1.419 -2.423 0.003
H 0.212 -1.738 0.057
H -0.856 -1.655 1.371
O -0.929 1.388 1.063
H -0.603 1.100 1.934
H -1.611 0.767 0.812
O 0.561 2.455 -0.774
H 0.075 1.851 -0.139
H 0.905 2.053 -1.546
O 1.116 -0.409 -1.159
H 1.638 -0.242 -0.351
H 1.518 -0.977 -1.807

***

2) The following is a DFT calculation (ωB97M-V with the def2-TZVPD basis set) of a 4-piece molecular cluster, H9NO3 overall.

Highest occupied orbital energy (eV): -10.587
HOMO-LUMO gap (eV): 11.33
Structure (SMILES): N.O.O.O

Element x y z (Å)
N -0.544 -1.923 1.077
H 0.268 -2.475 1.313
H -0.449 -1.741 0.090
H -1.362 -2.459 1.317
O 0.692 -0.232 -2.268
H -0.090 -0.649 -2.525
H 0.884 0.571 -1.712
O -0.620 1.086 1.388
H -0.703 1.296 2.330
H -0.603 0.123 1.318
O 1.201 1.936 -0.824
H 0.800 2.610 -1.390
H 0.525 1.858 -0.112

***

Name the most stable of them. 2).

***

1) The following is a DFT calculation (ωB97M-V with the def2-TZVPD basis set) of one molecule with the formula C3H4ClFO.

Highest occupied orbital energy (eV): -10.421
HOMO-LUMO gap (eV): 11.24
Structure (SMILES): FC1(Cl)COC1

Element x y z (Å)
F -1.684 0.177 -0.465
C -0.406 0.514 -0.289
Cl -0.010 2.107 -0.945
C 0.439 -0.558 -0.794
O 1.259 -0.704 0.448
C 0.136 0.061 1.163
H -0.482 -1.350 -0.857
H 1.078 -0.569 -1.966
H 0.245 1.024 2.003
H -0.574 -0.702 1.702

***

2) The following is a DFT calculation (ωB97M-V with the def2-TZVPD basis set) of one molecule with the formula C3H4ClFO.

Highest occupied orbital energy (eV): -8.924
HOMO-LUMO gap (eV): 9.72
Structure (SMILES): CO/C=C(/F)Cl

Element x y z (Å)
C 0.131 1.448 2.477
O -0.028 0.950 1.180
C 0.195 -0.347 0.874
C 0.087 -0.736 -0.389
F 0.190 -2.061 -0.769
Cl -0.279 0.301 -1.791
H 0.918 0.944 3.080
H -0.811 1.240 2.987
H 0.337 2.552 2.444
H 0.333 -1.093 1.638

***

Name the most stable of them. 2).

***

1) The following is a DFT calculation (ωB97M-V with the def2-TZVPD basis set) of one molecule with the formula C3H4ClFO.

Highest occupied orbital energy (eV): -8.841
HOMO-LUMO gap (eV): 9.69
Structure (SMILES): CO/C=C(\F)Cl

Element x y z (Å)
C 0.524 -1.547 -0.400
O -0.500 -0.669 -0.032
C 0.018 0.612 0.122
C -0.838 1.543 0.521
F -2.095 1.366 0.960
Cl -0.367 3.154 0.547
H 0.111 -2.537 -0.343
H 1.378 -1.408 0.398
H 0.845 -1.233 -1.459
H 0.925 0.718 -0.316

***

2) The following is a DFT calculation (ωB97M-V with the def2-TZVPD basis set) of one molecule with the formula C3H4ClFO.

Highest occupied orbital energy (eV): -9.819
HOMO-LUMO gap (eV): 10.69
Structure (SMILES): O[C@H]1[C@@H](F)[C@@H]1Cl

Element x y z (Å)
O 1.156 -1.303 -0.320
C 0.145 -0.636 0.362
C 0.090 0.856 0.367
F 1.070 1.450 -0.349
C -0.885 0.039 -0.530
Cl -2.558 0.047 -0.145
H 1.946 -0.760 -0.335
H -0.091 -1.097 1.282
H -0.277 1.352 1.237
H -0.594 0.052 -1.569

***

Name the most stable of them. 2).